Entry 1:
DFT (wB97M-V/def2-TZVPD) results for a structure of composition C31H23F6OPPdS3Sb in a non-equilibrium geometry.

Properties
Orbital gap (alpha / beta) in eV: 5.2 / 5.1
ΔE to the lowest compared entry with this formula, charge and spin in kJ/mol: 360.89
2S+1: 2
Net charge: 0

Geometry as XYZ:
```
67
Properties=species:S:1:pos:R:3:forces:R:3
Pd -0.2786 0.8918 0.9626 0.742 0.234 0.832
C 6.1032 2.5208 2.0705 -0.028 -0.007 -0.045
C 5.0285 2.5460 2.9452 0.021 0.083 0.064
C 3.7937 2.0478 2.5536 0.010 -0.029 -0.028
C 3.6463 1.5143 1.2793 -0.258 -0.175 0.461
C 4.7304 1.4715 0.4036 -0.054 -0.017 0.030
C 5.9556 1.9788 0.8000 -0.035 0.073 -0.001
P 2.0448 0.9395 0.6332 0.023 0.374 -1.336
C 2.4720 -0.4737 -0.4148 -0.038 -0.026 0.189
C 2.8158 -1.6523 0.2450 0.006 0.068 -0.086
C 2.9902 -2.8202 -0.4750 0.101 0.043 0.038
C 2.8239 -2.8155 -1.8532 -0.004 -0.012 -0.010
C 2.5045 -1.6390 -2.5126 -0.007 0.026 -0.045
C 2.3237 -0.4644 -1.7963 0.011 0.057 0.101
C 1.5272 2.3280 -0.4343 -0.156 -0.034 0.170
C 2.1307 3.1752 -1.3540 0.023 0.036 -0.020
C 1.3362 4.1409 -1.9579 0.072 0.059 -0.034
C -0.0154 4.2682 -1.6426 0.007 -0.176 0.095
C -0.6294 3.4217 -0.7230 -0.237 0.247 0.122
C 0.1815 2.4798 -0.1290 0.604 -0.675 -0.137
H 7.0574 2.9306 2.3723 0.020 -0.028 0.036
H 5.1512 2.9649 3.9347 -0.023 -0.004 0.021
H 2.9543 2.0774 3.2371 -0.013 -0.009 -0.012
H 4.6032 1.0393 -0.5803 0.084 -0.025 -0.027
H 6.7917 1.9638 0.1144 0.023 -0.033 -0.009
H 2.9228 -1.6514 1.3237 -0.028 -0.076 0.014
H 3.2398 -3.7360 0.0427 -0.003 -0.027 -0.012
H 2.9342 -3.7342 -2.4134 0.021 -0.013 -0.009
H 2.3822 -1.6343 -3.5875 -0.007 -0.010 -0.013
H 2.0520 0.4534 -2.3026 -0.013 -0.024 -0.041
H 3.1815 3.0904 -1.6001 0.026 -0.001 0.022
H 1.7712 4.8106 -2.6880 0.026 0.003 -0.002
H -0.6118 5.0244 -2.1356 0.001 0.029 -0.013
H -1.6869 3.4974 -0.5024 0.025 -0.079 0.048
F -2.1016 1.6744 1.1317 -1.604 -0.097 -0.238
Sb -4.7424 1.5092 0.8370 -1.092 0.826 1.582
F -3.9024 2.9373 -0.3353 -0.669 -1.899 1.718
F -4.2625 1.3844 2.8523 0.035 0.294 -3.080
F -5.9059 2.7997 1.5493 0.253 -0.173 -0.368
F -5.7438 -0.1462 1.3304 1.540 1.511 -0.717
F -5.9479 1.3617 -0.6795 1.041 -0.094 0.649
O -0.2218 -1.1713 0.6971 0.112 0.918 -0.110
C -1.4473 -1.6950 0.2894 -0.731 -0.576 -0.106
C -2.0860 -0.8262 -0.7917 0.591 0.253 -0.100
C -3.4055 -0.5814 -1.0867 -0.101 0.442 0.406
C -3.5637 0.4331 -2.0821 -0.018 0.006 -0.082
C -2.3799 0.9221 -2.5171 0.421 -0.165 -0.173
S -1.0363 0.1278 -1.7862 -1.031 -0.393 -0.121
C -1.2005 -3.0970 -0.2368 0.493 0.252 -0.015
C -1.6727 -3.7304 -1.3438 -0.071 -0.015 0.112
C -1.1181 -5.0312 -1.4999 0.002 -0.039 -0.033
C -0.2292 -5.3358 -0.5189 0.068 -0.020 0.146
S -0.0507 -4.0601 0.6109 -0.266 -0.139 -0.202
C -2.3931 -1.7564 1.4690 0.111 -0.106 0.138
C -3.5681 -2.4310 1.6060 0.162 0.122 -0.201
C -4.2379 -2.0988 2.8070 0.044 0.049 0.297
C -3.5434 -1.2022 3.5550 -0.038 -0.200 0.272
S -2.0469 -0.7807 2.8436 -0.299 -0.434 0.013
H -4.2446 -1.0776 -0.6150 0.069 -0.153 0.026
H -4.5265 0.8048 -2.3925 0.001 -0.014 -0.090
H -2.2033 1.7105 -3.2291 -0.040 0.020 -0.058
H -2.4005 -3.3016 -2.0168 0.017 0.085 -0.027
H -1.3710 -5.6985 -2.3097 0.000 -0.036 -0.013
H 0.3347 -6.2446 -0.3905 0.001 -0.057 -0.036
H -3.9566 -3.1099 0.8604 0.026 -0.032 -0.036
H -5.2046 -2.4842 3.0902 -0.031 -0.005 0.011
H -3.8478 -0.7601 4.4871 0.059 0.014 0.071
```
Forces are in eV/Å.

---

Entry 2:
DFT (wB97M-V/def2-TZVPD) results for a structure of composition C31H24BrCl5FeN3O4Se in a non-equilibrium geometry.

Properties
Orbital gap (alpha / beta) in eV: 7.1 / 7.1
ΔE to the lowest compared entry with this formula, charge and spin in kJ/mol: 62.04
2S+1: 2
Net charge: -2

Geometry as XYZ:
```
70
Properties=species:S:1:pos:R:3:forces:R:3
Fe 0.3708 0.2435 -1.5516 -1.227 0.932 0.014
O -0.7200 4.7907 3.7554 0.105 -0.063 0.194
C -0.9407 5.1832 2.5971 0.013 0.002 -0.035
O -1.4033 6.2649 2.1877 -0.130 0.152 -0.083
C -0.5966 4.1724 1.4906 -0.033 -0.072 -0.043
C -1.3983 4.0524 0.3609 0.098 0.039 -0.046
C -1.0965 3.1067 -0.6027 0.017 0.018 0.007
N -0.0282 2.3094 -0.5253 -0.096 -0.541 0.281
C 0.7662 2.4486 0.5417 0.028 0.013 -0.019
C 0.5116 3.3378 1.5715 0.033 -0.032 -0.085
C 1.9732 1.5371 0.5530 -0.046 0.026 0.193
O 2.8603 1.7106 1.3822 0.002 0.021 -0.042
O 1.9558 0.6215 -0.3431 0.384 -0.402 -0.737
H -2.2484 4.7105 0.2426 -0.008 0.001 0.009
H -1.7247 2.9802 -1.4747 -0.029 0.006 0.015
H 1.1720 3.3678 2.4256 -0.003 0.018 0.018
Cl 1.7030 -4.1686 -0.4199 0.426 0.720 -0.014
C 2.1320 -2.0404 -2.4970 0.056 0.155 -0.081
C 1.0593 -1.2480 -2.9716 -0.200 -0.140 0.700
C 0.6656 -1.5736 -4.2844 0.084 0.168 0.008
Cl -0.7141 -0.8361 -5.0593 -0.046 -0.058 0.042
C 1.3232 -2.5170 -5.0795 0.105 0.047 0.006
Cl 0.7794 -2.8871 -6.6836 0.003 -0.005 -0.003
C 2.4543 -3.1690 -4.6025 -0.046 -0.074 -0.154
Cl 3.3255 -4.2732 -5.6179 -0.031 0.037 0.056
C 2.8495 -2.9280 -3.3002 0.179 -0.017 0.064
Cl 4.2485 -3.7700 -2.7013 -0.022 0.015 -0.088
C 3.9767 -0.6707 2.9977 -0.017 0.043 0.112
N 2.7080 -1.3655 3.0684 -0.201 0.053 0.011
C 2.2869 -2.2511 2.1371 0.279 -0.130 0.274
Se 2.5574 -2.0345 -0.6023 -0.620 -0.829 -0.033
N 1.0322 -2.5803 2.5331 0.010 -0.039 -0.031
C 0.6373 -1.9000 3.6746 -0.130 -0.086 -0.092
C -0.5315 -1.8866 4.4179 -0.037 0.022 0.017
C -0.5707 -1.0499 5.5234 0.064 0.008 0.032
C 0.5287 -0.2621 5.8772 -0.014 -0.047 0.005
C 1.6974 -0.2794 5.1307 -0.030 0.056 0.017
C 1.7283 -1.1074 4.0205 0.144 0.030 -0.011
H 4.5373 -1.1040 2.1740 0.005 0.023 -0.001
H 4.5297 -0.8023 3.9311 0.010 -0.033 0.002
H 3.8028 0.3860 2.7963 0.078 -0.037 -0.030
H 0.4724 -3.2092 1.9799 -0.034 0.061 0.027
H -1.3848 -2.4909 4.1388 -0.013 0.000 -0.014
H -1.4729 -0.9935 6.1179 -0.015 -0.010 0.005
H 0.4614 0.3818 6.7439 -0.016 0.040 -0.021
H 2.5383 0.3495 5.3893 0.005 0.015 -0.015
C -3.2492 -0.6576 0.1928 -0.015 -0.063 -0.077
C -2.0815 -1.4236 -0.4310 -0.126 0.186 -0.048
C -2.0152 -2.8309 0.1683 0.023 0.037 0.007
C -0.7783 -0.6683 -0.2361 0.835 -0.428 -0.278
H -4.2048 -1.1522 -0.0070 -0.018 0.007 0.013
H -3.3060 0.3649 -0.1802 0.019 0.035 0.027
H -3.1153 -0.6032 1.2767 0.001 0.009 0.013
H -2.2653 -1.5530 -1.5023 0.008 0.005 -0.030
H -1.8612 -2.7767 1.2520 -0.004 0.014 0.010
H -1.1934 -3.4019 -0.2652 0.030 -0.017 -0.012
H -2.9479 -3.3742 -0.0120 -0.007 -0.022 0.034
H 0.0493 -1.3940 -0.1628 -0.188 0.029 0.354
H -0.7799 -0.0462 0.6647 -0.082 0.049 -0.017
Br -3.3884 3.5815 -5.8208 0.001 -0.009 -0.013
C -2.4430 2.5101 -4.5510 -0.018 0.028 -0.036
C -3.1373 1.6106 -3.7697 0.003 -0.065 0.036
C -2.4443 0.8312 -2.8441 0.035 0.050 0.006
C -1.0676 0.9192 -2.6876 0.554 0.089 -0.497
C -0.4146 1.8647 -3.4989 -0.068 -0.022 0.035
C -1.0713 2.6563 -4.4243 0.003 0.030 0.006
H -4.2088 1.5043 -3.8808 -0.014 0.026 0.008
H -3.0228 0.1357 -2.2594 -0.057 -0.099 0.026
H 0.6661 1.9880 -3.4174 0.004 0.002 -0.023
H -0.5337 3.3592 -5.0472 0.001 0.023 0.024
```
Forces are in eV/Å.

---

Entry 3:
DFT (wB97M-V/def2-TZVPD) results for a structure of composition C31H24BrIrN3OPSe in a non-equilibrium geometry.

Properties
Orbital gap in eV: 7.3
ΔE to the lowest compared entry with this formula, charge and spin in kJ/mol: 36.01
Net charge: +2

Geometry as XYZ:
```
63
Properties=species:S:1:pos:R:3:forces:R:3
Ir 0.1863 -0.1477 0.1643 1.174 0.277 1.575
O 2.4391 0.4674 -0.7566 1.196 0.265 0.295
C 2.1252 0.2235 0.3870 -1.743 -0.059 -1.290
C 2.8248 0.1761 1.6609 0.456 0.244 -0.193
C 4.1593 0.5489 1.7928 0.110 0.014 -0.066
C 4.7343 0.5454 3.0538 0.002 -0.031 -0.072
C 3.9710 0.1989 4.1632 -0.052 -0.020 0.002
C 2.6346 -0.1647 4.0233 0.013 -0.138 0.143
C 2.0654 -0.1988 2.7612 -0.330 0.048 0.173
P 0.3155 -0.6000 2.4528 0.146 -0.406 -1.119
C 0.0677 -2.3749 2.5978 -0.067 0.059 0.216
C 1.1243 -3.2759 2.6726 0.092 0.009 0.032
C 0.8600 -4.6363 2.7578 0.056 -0.006 -0.012
C -0.4507 -5.0927 2.7632 -0.106 0.058 -0.032
C -1.5074 -4.1906 2.6932 0.043 -0.024 0.014
C -1.2516 -2.8329 2.5993 0.074 -0.023 0.203
C -0.5772 0.1475 3.8183 -0.217 0.252 -0.370
C -0.8640 1.5130 3.7666 -0.007 -0.009 -0.021
C -1.4578 2.1341 4.8518 -0.016 0.029 -0.042
C -1.7636 1.3954 5.9883 0.006 -0.029 0.002
C -1.4716 0.0393 6.0433 0.005 -0.009 -0.002
C -0.8845 -0.5961 4.9581 0.042 0.087 0.028
H 4.7193 0.8530 0.9165 0.015 -0.042 0.035
H 5.7740 0.8181 3.1757 -0.028 0.044 0.005
H 4.4183 0.2247 5.1485 -0.020 -0.031 -0.011
H 2.0462 -0.4223 4.8956 0.027 0.022 0.010
H 2.1491 -2.9207 2.6794 -0.021 -0.028 0.026
H 1.6778 -5.3400 2.8441 0.003 0.016 -0.057
H -0.6527 -6.1542 2.8223 0.009 0.009 0.051
H -2.5294 -4.5476 2.7059 0.024 0.003 0.004
H -2.0724 -2.1237 2.5531 -0.010 -0.048 0.006
H -0.6168 2.0865 2.8784 -0.023 -0.001 0.052
H -1.6853 3.1913 4.8135 0.003 -0.016 0.009
H -2.2328 1.8795 6.8346 0.018 -0.005 -0.004
H -1.7008 -0.5306 6.9340 -0.016 0.012 -0.015
H -0.6566 -1.6520 5.0097 -0.027 -0.013 -0.009
C 0.6215 5.4793 0.3780 0.004 -0.079 -0.071
C -0.2297 4.2540 0.1952 0.075 0.025 0.013
C -1.5892 4.3228 -0.0919 -0.067 0.061 -0.021
C -2.3460 3.1691 -0.2584 -0.014 0.080 -0.035
C -1.6878 1.9759 -0.1234 0.038 -0.008 0.068
Br -2.5125 0.2780 -0.2866 -0.144 0.079 -0.236
N -0.3846 1.8686 0.1458 -0.295 -0.459 0.539
C 0.3329 2.9887 0.3031 0.090 -0.029 -0.021
H 0.0108 6.3615 0.5565 -0.002 -0.019 0.017
H 1.2200 5.6611 -0.5164 -0.023 0.005 -0.006
H 1.3108 5.3553 1.2126 -0.020 0.020 0.011
H -2.0698 5.2891 -0.1900 0.015 -0.024 0.017
H -3.4017 3.2027 -0.4857 0.003 0.000 0.007
H 1.3875 2.8601 0.5136 -0.028 -0.012 0.023
Se 2.5277 -2.4995 -0.8067 0.141 0.281 0.096
N 0.7990 -2.0570 -0.4324 -0.309 -0.301 0.257
C 0.0753 -3.1670 -0.5777 -0.159 0.015 -0.039
C -1.3351 -3.2737 -0.4383 0.033 0.073 -0.113
C -1.9209 -4.4694 -0.6764 -0.081 -0.095 -0.128
C -1.1672 -5.6387 -1.0335 -0.336 -0.066 0.026
C 0.1718 -5.5970 -1.1504 0.267 0.001 -0.002
C 0.8333 -4.3447 -0.9444 -0.091 0.159 0.076
N 2.1277 -4.1629 -1.0831 0.067 -0.249 -0.072
H -1.9219 -2.4093 -0.1696 0.013 -0.022 0.031
H -2.9984 -4.5437 -0.5982 0.015 -0.080 -0.011
H -1.6852 -6.5693 -1.2240 -0.081 0.052 0.071
H 0.7530 -6.4740 -1.4007 0.059 0.083 -0.061
```
Forces are in eV/Å.